The following is a quantum chemistry calculation of a 2-piece molecular cluster, C3H8NO2 overall at a distorted geometry, from OMol25.

Last column: Mulliken charge in e.
CARTESIAN COORDINATES (ANGSTROEM)
O -1.485 -0.012 0.707  -0.54
O 0.032 0.652 2.186  -0.44
N 0.486 -0.315 -1.310  0.08
C 1.241 -0.912 -0.488  -0.05
C 0.783 -0.042 -2.738  -0.77
C -1.224 0.544 1.735  0.23
H -0.320 0.175 -0.902  0.31
H 1.134 -0.858 0.586  0.22
H 2.122 -1.380 -0.922  0.26
H -1.964 0.925 2.454  0.36
H 0.159 -0.715 -3.318  0.32
H 0.497 0.982 -2.955  0.31
H 0.083 0.660 3.154  0.37
H 1.848 -0.191 -2.883  0.34

Computed properties:
spin multiplicity = 1
orbital gap = 10.7 eV
highest occupied orbital energy = -15.33 eV
total charge = +1


The following is a quantum chemistry calculation of an isolated ion of composition C6H12NO and charge +1 at a distorted geometry, from OMol25.

Last column: Mulliken charge in e.
CARTESIAN COORDINATES (ANGSTROEM)
O -0.758 -2.094 -0.588  -0.45
N -0.946 0.644 -0.043  0.06
C 1.580 0.582 0.009  0.13
C 0.401 -0.047 -0.161  0.20
C -1.754 0.408 -1.291  -0.90
C -1.739 0.172 1.059  -0.90
C 0.305 -1.537 -0.321  -0.16
C 2.915 -0.004 0.291  -1.41
H 1.284 -2.117 -0.132  0.32
H 3.641 0.816 0.220  0.33
H -1.520 0.710 1.921  0.39
H -2.855 0.322 0.974  0.36
H -0.972 1.631 0.013  0.38
H -0.901 0.324 -2.078  0.37
H -1.578 -0.901 1.222  0.37
H -2.255 -0.493 -1.071  0.42
H 1.438 1.544 0.609  0.27
H 3.436 -0.751 -0.278  0.40
H 2.658 -0.423 1.184  0.45
H -2.379 1.215 -1.539  0.38

Computed properties:
SMILES = C/C=C(\C=O)[NH+](C)C
spin multiplicity = 1
orbital gap = 9.9 eV
highest occupied orbital energy = -14.43 eV
total charge = +1


The following is a quantum chemistry calculation of a 11-piece molecular cluster, C6H32O11 overall at a distorted geometry, from OMol25.

Last column: Mulliken charge in e.
CARTESIAN COORDINATES (ANGSTROEM)
O -3.248 1.438 0.893  -0.71
O 0.081 -1.381 -3.137  -0.55
O -2.339 0.320 -2.919  -0.58
O 3.570 1.701 -1.673  -0.64
O 1.996 4.630 2.032  -0.64
O -3.613 -0.808 -0.755  -0.67
O 3.959 -0.701 3.174  -0.63
O -0.081 4.790 -0.629  -0.61
O 4.054 0.003 0.476  -0.63
O -2.615 3.614 -0.699  -0.62
O -3.037 -1.073 2.016  -0.49
C -0.080 -3.062 -1.458  -1.23
C 1.188 -1.431 0.110  -0.91
C 0.201 -3.609 1.031  -1.54
C -0.614 -2.173 -2.530  -0.11
C 0.938 -0.386 1.218  -1.02
C 0.032 -2.468 -0.008  1.64
H 2.648 3.944 1.770  0.30
H -0.288 5.695 -0.926  0.28
H -1.434 0.226 -2.959  0.25
H 3.251 -0.068 3.237  0.32
H -3.298 0.547 0.451  0.42
H -2.700 1.347 1.638  0.29
H -3.340 -1.821 -0.663  0.29
H -0.921 -1.976 0.267  -0.45
H 1.708 -0.572 2.022  -0.13
H -3.901 -0.834 1.958  0.25
H 3.180 0.398 0.174  0.32
H -0.585 -3.993 -1.469  0.54
H 3.256 1.254 -2.391  0.30
H -3.015 -1.774 2.588  0.22
H -3.131 -0.434 -1.557  0.40
H -2.797 2.857 -0.046  0.44
H -2.377 1.229 -2.883  0.30
H -0.690 -3.652 1.669  0.29
H -1.697 -2.165 -2.760  0.44
H -0.762 4.133 -0.823  0.35
H 2.756 2.176 -1.383  0.30
H 0.213 -4.613 0.588  0.40
H 1.523 4.812 1.217  0.33
H 4.660 0.227 -0.221  0.28
H 2.133 -1.919 0.322  0.47
H 1.405 -0.948 -0.801  0.58
H 1.017 0.632 0.794  0.34
H -3.435 3.853 -0.882  0.25
H 4.283 -0.484 2.340  0.35
H -0.090 -0.461 1.590  0.40
H 1.107 -3.692 1.637  0.37
H 0.930 -3.326 -1.642  0.44

Computed properties:
SMILES = CC[C@H](C)CC=O.O.O.O.O.O.O.O.O.O.O
spin multiplicity = 1
orbital gap = 10.5 eV
highest occupied orbital energy = -10.51 eV


The following is a quantum chemistry calculation of a 2-piece molecular cluster, C6H11O overall at a distorted geometry, from OMol25.

Last column: Mulliken charge in e.
CARTESIAN COORDINATES (ANGSTROEM)
O -2.180 -1.304 -2.787  -0.89
C -1.090 -1.223 -1.944  -0.39
C -0.532 0.204 -1.634  -0.45
C 0.336 0.600 2.892  -0.81
C 0.849 0.077 -0.855  -0.48
C 1.198 0.350 1.680  -0.66
C 0.666 0.767 0.458  -0.07
H 1.035 0.471 3.854  0.25
H -0.424 -0.114 3.179  0.31
H 0.256 -0.939 1.045  0.05
H 1.637 0.687 -1.322  0.27
H -1.316 0.697 -1.059  0.20
H -1.347 -1.758 -0.977  0.09
H 0.339 1.815 0.403  0.32
H 0.024 1.652 2.881  0.26
H 1.357 -0.923 -0.935  0.49
H -0.624 0.756 -2.552  0.38
H -0.182 -1.816 -2.326  0.13

Computed properties:
spin multiplicity = 1
orbital gap = 5.9 eV
highest occupied orbital energy = -2.31 eV
total charge = -1


The following is a quantum chemistry calculation of an isolated ion of composition C7H15N4 and charge +1 at a distorted geometry, from OMol25.

Last column: Mulliken charge in e.
CARTESIAN COORDINATES (ANGSTROEM)
N 0.812 -1.403 -0.465  -0.04
N -0.329 0.310 -2.439  -0.66
N -0.749 -0.438 1.673  -0.25
N 1.224 0.759 0.303  -0.26
C 0.565 1.977 0.656  -0.95
C 1.803 -2.016 0.415  -1.10
C -0.748 0.186 -1.221  0.25
C -1.940 -0.788 1.575  -0.27
C -2.646 -0.717 0.233  -0.65
C -2.053 0.249 -0.868  -0.78
C 0.483 -0.154 -0.375  0.47
H -3.719 -0.383 0.335  0.40
H -2.631 -1.693 -0.215  0.29
H 0.621 0.385 -2.712  0.25
H 1.998 0.430 0.986  0.32
H 1.215 2.573 1.191  0.41
H 0.131 2.439 -0.129  0.36
H 0.000 -0.555 2.334  0.24
H 2.620 -1.384 0.310  0.42
H -2.657 -0.862 2.474  0.33
H -2.330 1.362 -0.482  0.28
H 2.033 -3.026 0.130  0.35
H 0.242 -2.063 -1.182  0.40
H -0.171 1.621 1.449  0.32
H -2.690 0.262 -1.771  0.50
H 1.427 -2.108 1.353  0.36

Computed properties:
SMILES = [H]/N=C(CC/C=N/[H])\C(NC)=[NH+]\C
spin multiplicity = 1
orbital gap = 10.3 eV
highest occupied orbital energy = -13.19 eV
total charge = +1


The following is a quantum chemistry calculation of a 2-piece molecular cluster, CH3IO3S overall at a distorted geometry, from OMol25.

Last column: Mulliken charge in e.
CARTESIAN COORDINATES (ANGSTROEM)
I -4.216 0.562 -0.024  0.03
S -0.245 -2.804 -0.282  0.84
O 0.285 -1.395 0.378  -0.24
O -1.608 -3.129 0.173  -0.44
O 0.771 -3.825 -0.090  -0.44
C -0.609 -0.266 0.190  -0.53
H 0.058 0.576 -0.009  0.27
H -1.217 -0.368 -0.782  0.23
H -1.216 -0.280 1.081  0.28

Computed properties:
spin multiplicity = 1
orbital gap (alpha / beta) = 8.0 / 6.7 eV
highest occupied orbital energy (alpha / beta) = -10.64 / -10.28 eV


DFT total energy / a.u.: -324.07769 -365.46042 -1075.37362 -310.22037 -494.38814 -961.39557
ΔE to the lowest compared entry with this formula, charge and spin / kcal/mol: 31.1 55.8 55.3 123.3 76.5 42.1